No. 1
Formula: C27H43BrN2O2P2Pt
Source: OMol25
Level of theory: ωB97M-V with the def2-TZVPD basis set

Geometry as XYZ:
```
78
Properties=species:S:1:pos:R:3:forces:R:3
C 3.090 5.170 -0.150 -0.14 -0.02 -0.93
C 1.930 4.516 -0.584 0.95 0.46 0.29
C 1.885 4.030 -1.908 0.35 0.84 0.66
C 2.909 4.415 -2.776 0.48 -0.10 -1.71
N 3.938 5.160 -2.378 -2.81 -1.05 3.05
C 4.052 5.524 -1.098 1.62 0.85 -0.55
C 0.885 4.342 0.385 -1.02 -1.91 -0.12
C 0.005 3.751 0.999 -0.87 -0.21 -0.27
C -1.208 3.005 1.296 1.66 -0.74 -0.41
C -1.193 1.602 1.737 -0.75 0.86 0.54
C -2.470 0.941 1.783 1.54 0.38 0.60
C -3.496 1.454 0.940 -2.89 -0.17 0.27
C -3.624 2.837 0.776 1.62 0.35 -0.23
C -2.440 3.584 1.006 -1.71 0.43 -0.31
Pt -1.415 -0.098 0.302 2.71 -0.37 -0.72
P 1.135 -0.218 0.043 3.07 0.12 -0.29
H 1.082 3.401 -2.266 0.03 0.20 -0.19
H 3.241 5.428 0.890 0.07 0.29 -0.11
H 2.891 4.129 -3.827 -0.02 -0.04 0.08
H 4.909 6.139 -0.820 0.00 -0.12 -0.01
H -2.435 4.660 0.905 -0.33 0.13 -0.24
H -0.339 1.258 2.318 -0.25 -0.03 0.36
H -4.520 3.318 0.405 0.00 -0.08 -0.11
H -2.728 0.251 2.570 0.04 -0.52 -0.01
C 1.733 -1.911 0.499 -0.93 0.00 0.66
C 3.014 -2.485 -0.098 0.33 0.06 -0.27
H 0.885 -2.581 0.305 0.20 0.00 0.19
H 1.822 -1.845 1.592 -0.16 -0.08 -0.19
H 3.114 -3.518 0.255 -0.11 0.17 -0.10
H 3.010 -2.513 -1.192 -0.01 -0.01 0.12
H 3.915 -1.961 0.237 -0.28 -0.03 -0.16
C 1.779 0.076 -1.710 -1.37 -0.22 -0.02
C 3.236 0.508 -1.957 0.07 -0.06 0.07
H 1.090 0.854 -2.093 0.27 -0.32 -0.21
H 1.558 -0.860 -2.254 0.06 0.49 0.07
H 3.376 0.549 -3.047 -0.04 -0.04 0.29
H 3.445 1.516 -1.565 -0.02 -0.44 0.00
H 3.978 -0.205 -1.564 -0.39 0.34 -0.13
C 2.283 0.956 0.958 -1.20 0.49 0.40
C 3.693 0.480 1.329 0.24 -0.07 -0.06
H 1.742 1.169 1.889 0.35 0.10 -0.26
H 2.317 1.892 0.372 -0.03 -0.41 0.10
H 4.100 1.202 2.052 -0.14 -0.21 -0.17
H 3.681 -0.498 1.829 0.03 0.36 -0.15
H 4.388 0.458 0.474 -0.36 -0.13 0.38
Br -4.864 0.171 0.334 1.20 1.88 1.24
P -1.960 -1.635 -1.285 -0.65 -1.18 -0.42
C -0.731 -2.572 -2.246 0.54 0.44 0.03
C -1.238 -3.898 -2.802 -0.27 -0.41 -0.11
H 0.142 -2.719 -1.590 -0.26 -0.08 -0.25
H -0.406 -1.912 -3.061 -0.04 -0.05 0.12
H -0.465 -4.366 -3.416 0.01 0.14 0.13
H -1.484 -4.603 -2.004 0.00 0.05 -0.08
H -2.114 -3.781 -3.447 0.12 0.04 0.15
C -2.872 -2.807 -0.190 -0.01 0.06 0.10
C -4.189 -3.332 -0.766 -0.36 -0.28 -0.01
H -3.068 -2.261 0.752 0.06 -0.31 -0.27
H -2.177 -3.628 0.064 -0.17 0.35 -0.16
H -4.666 -3.990 -0.024 0.19 0.16 -0.25
H -4.906 -2.522 -0.967 0.24 -0.22 -0.08
H -4.037 -3.920 -1.683 -0.07 0.24 0.29
C -2.966 -0.629 -2.429 -0.26 0.01 0.46
C -3.363 -1.294 -3.731 -0.16 -0.08 -0.51
H -2.355 0.266 -2.608 -0.02 0.01 -0.10
H -3.853 -0.283 -1.874 0.45 -0.22 -0.34
H -4.009 -0.612 -4.287 0.04 0.00 -0.02
H -2.503 -1.509 -4.368 -0.08 -0.08 0.07
H -3.939 -2.205 -3.566 0.10 0.02 -0.01
N -0.673 -2.356 5.463 -0.72 0.20 1.40
C 0.088 -1.107 5.193 0.04 -0.58 -0.32
C 0.077 -1.057 3.662 1.17 1.38 -0.05
O 0.844 -0.169 3.212 -1.18 -0.87 -0.52
O -0.678 -1.876 3.068 0.19 0.83 -0.62
H -1.488 -2.138 6.055 0.21 -0.48 -0.31
H -0.100 -3.014 5.975 0.02 -0.51 0.06
H -0.967 -2.703 4.504 0.09 0.12 0.51
H -0.437 -0.242 5.618 0.30 -0.25 -0.13
H 1.117 -1.180 5.586 -0.60 0.14 -0.21
```
Positions in Å, forces in eV/Å.

Computed properties:
Highest occupied orbital energy (alpha / beta), eV: -18.659 / -19.657
ΔE to the lowest compared entry with this formula, charge and spin, kcal/mol: 1.5
Calculated total energy, eV: -127591.9192
Charge: +4
2S+1: 5

Atomic partial charges in e from the Mulliken method, atoms 1 to 8:
1 C -0.247
2 C 0.566
3 C -0.142
4 C -0.506
5 N 0.096
6 C -0.514
7 C -0.193
8 C -0.004

***

No. 2
Formula: C27H43BrN2O2P2Ti
Source: OMol25
Level of theory: ωB97M-V with the def2-TZVPD basis set

Geometry as XYZ:
```
78
Properties=species:S:1:pos:R:3:forces:R:3
C -2.491 -5.732 1.184 0.07 -0.17 0.15
C -2.790 -4.610 0.336 -0.37 0.67 -0.21
C -3.940 -4.839 -0.532 -0.10 -0.06 -0.37
C -4.622 -6.087 -0.519 0.45 0.58 0.23
N -4.282 -7.107 0.307 0.41 1.18 -0.42
C -3.228 -6.929 1.127 -0.02 0.60 -0.20
C -2.011 -3.393 0.356 -1.25 -2.15 -0.20
C -1.184 -2.409 0.325 0.08 -1.20 -0.53
C 0.163 -2.604 -0.334 0.06 0.35 0.01
C 1.174 -2.515 0.651 1.58 -2.22 -0.47
C 2.568 -2.521 0.206 -1.33 0.35 2.06
C 2.878 -2.295 -1.125 -2.64 -1.23 0.52
C 1.914 -2.840 -2.010 -0.75 0.38 0.34
C 0.574 -2.807 -1.658 -0.65 -0.78 0.25
Ti -0.080 -0.830 1.242 2.17 2.76 1.24
P -0.292 1.816 2.043 0.66 0.23 1.47
H -4.291 -4.060 -1.227 0.24 -0.41 0.44
H -1.679 -5.667 1.887 0.20 -0.01 0.16
H -5.485 -6.265 -1.201 0.78 0.22 0.64
H -2.983 -7.784 1.771 0.00 0.50 -0.23
H -0.185 -3.030 -2.384 -0.11 -0.06 -0.39
H 0.855 -3.005 1.628 0.79 0.71 -0.71
H 2.229 -3.159 -2.993 -0.07 0.28 -0.32
H 3.257 -2.678 1.036 0.40 0.54 -0.44
C 0.864 3.253 1.778 0.70 -0.36 -0.78
C 0.195 4.629 1.748 -0.61 0.33 -0.01
H 1.387 3.055 0.829 -0.07 0.18 0.32
H 1.654 3.245 2.552 -0.52 -0.38 -0.09
H 0.943 5.435 1.677 -0.09 -0.47 -0.01
H -0.475 4.733 0.884 0.14 -0.02 0.19
H -0.390 4.828 2.656 0.18 -0.06 -0.33
C -1.967 2.149 1.550 -1.40 0.27 -0.51
C -2.877 0.919 1.808 -0.13 0.39 0.34
H -1.992 2.416 0.484 0.05 -0.05 0.27
H -2.395 3.017 2.088 0.36 -0.31 -0.22
H -3.860 1.069 1.327 0.52 -0.26 0.01
H -2.448 -0.036 1.411 -0.12 0.09 -0.07
H -3.092 0.770 2.880 0.27 0.00 -0.39
C -0.354 1.754 3.910 0.04 -0.74 -0.14
C -0.909 3.029 4.563 -0.09 0.30 -0.06
H 0.655 1.536 4.299 -0.34 0.02 -0.32
H -0.971 0.884 4.176 0.07 0.12 0.06
H -1.203 2.815 5.602 0.13 -0.01 -0.37
H -0.149 3.823 4.594 -0.31 -0.27 -0.03
H -1.800 3.403 4.037 0.28 -0.04 0.34
Br 3.861 -1.010 -1.866 2.56 0.81 -0.51
P 0.969 1.079 -2.278 -1.22 1.54 -2.33
C -0.042 2.542 -1.734 0.19 0.06 0.65
C -0.471 3.664 -2.699 -0.13 0.37 -0.12
H 0.495 2.964 -0.857 -0.44 -0.09 -0.59
H -0.951 2.057 -1.352 0.01 0.02 0.18
H -1.173 4.326 -2.148 0.45 -0.30 -0.27
H 0.364 4.312 -3.049 -0.53 -0.63 0.20
H -1.044 3.281 -3.562 0.46 0.15 0.36
C 1.769 1.751 -3.908 1.36 0.01 0.65
C 1.075 1.887 -5.280 -0.58 -0.05 -0.35
H 2.672 1.117 -4.055 -0.40 0.47 0.11
H 2.121 2.762 -3.634 0.12 -0.51 0.09
H 1.814 2.193 -6.043 0.05 -0.20 0.58
H 0.649 0.945 -5.654 0.14 0.31 0.16
H 0.313 2.685 -5.330 0.21 -0.54 0.31
C -0.268 -0.062 -3.010 0.10 -0.64 0.39
C -1.457 0.427 -3.829 -0.25 -0.04 -0.36
H -0.615 -0.653 -2.150 -0.20 -0.01 -0.30
H 0.345 -0.743 -3.622 -0.17 -0.04 0.10
H -2.083 -0.437 -4.083 0.08 0.08 0.12
H -2.095 1.124 -3.286 0.10 0.07 -0.01
H -1.169 0.861 -4.791 -0.07 0.07 0.43
N 4.892 -0.290 1.941 0.14 0.08 -0.17
C 3.756 -0.209 2.939 -0.12 -0.41 0.14
C 2.386 -0.184 2.237 -0.51 0.59 -0.41
O 1.321 -0.577 2.875 0.20 -0.49 -1.30
O 2.313 0.195 1.052 -0.43 -0.56 0.75
H 4.843 -1.097 1.304 -0.15 0.12 0.26
H 5.792 -0.364 2.436 -0.10 0.02 0.05
H 4.968 0.529 1.323 -0.24 0.06 0.20
H 3.801 -1.108 3.559 0.10 0.13 0.03
H 3.962 0.657 3.587 -0.37 -0.20 -0.26
```
Positions in Å, forces in eV/Å.

Computed properties:
Highest occupied orbital energy (alpha / beta), eV: -18.756 / -18.725
ΔE to the lowest compared entry with this formula, charge and spin, kcal/mol: 38.4
Calculated total energy, eV: -147459.7173
Charge: +4

Atomic partial charges in e from the Mulliken method, atoms 1 to 8:
1 C -0.459
2 C 0.518
3 C -0.342
4 C -0.332
5 N -0.357
6 C -0.344
7 C 0.522
8 C -0.637

***

No. 3
Formula: C27H44BrGe2N4V
Source: OMol25
Level of theory: ωB97M-V with the def2-TZVPD basis set

Geometry as XYZ:
```
79
Properties=species:S:1:pos:R:3:forces:R:3
V -0.355 -0.386 1.390 -0.20 -0.27 -0.12
C 0.263 -0.296 4.107 0.10 -0.17 0.07
C 0.356 1.161 3.708 0.01 0.10 0.10
N -0.488 1.454 2.500 -0.07 -0.30 0.09
C -1.930 1.716 2.809 -0.01 0.06 0.03
C -2.847 0.609 2.361 -0.18 0.06 0.11
C -4.213 0.649 2.539 0.13 0.06 -0.04
C -4.966 -0.446 2.138 -0.03 0.03 0.02
C -4.341 -1.589 1.665 0.11 -0.09 -0.09
C -2.968 -1.589 1.548 -0.13 -0.01 0.00
C -2.151 -2.818 1.281 -0.07 -0.06 0.01
N -0.715 -2.510 1.000 -0.03 0.24 0.15
C 0.217 -3.307 1.854 0.01 -0.07 -0.05
C 0.362 -2.629 3.198 0.02 0.07 0.08
N 0.709 -1.190 2.982 -0.10 0.45 -0.19
N -2.267 -0.465 1.794 0.46 -0.01 -0.01
H -0.770 -0.588 4.347 -0.04 0.00 0.05
H 0.865 -0.491 4.996 -0.01 0.04 0.00
H 1.380 1.448 3.464 -0.02 0.02 0.01
H 0.032 1.771 4.553 0.04 0.04 -0.03
H -0.113 2.288 2.064 0.01 -0.02 -0.04
H -2.219 2.654 2.333 -0.03 -0.01 0.03
H -2.053 1.838 3.888 -0.03 0.01 -0.02
H -4.683 1.507 2.998 0.02 0.02 0.00
H -6.041 -0.431 2.259 -0.01 -0.01 0.00
H -4.907 -2.485 1.454 0.01 -0.01 -0.01
H -2.571 -3.417 0.474 -0.03 0.00 0.03
H -2.214 -3.394 2.210 -0.01 -0.02 -0.01
H -0.536 -2.756 0.033 0.02 0.03 -0.02
H 1.168 -3.372 1.324 0.00 -0.01 0.03
H -0.158 -4.324 1.981 0.02 0.01 0.03
H 1.122 -3.104 3.818 -0.02 -0.06 -0.04
H -0.588 -2.635 3.746 0.00 -0.04 0.01
H 1.718 -1.086 2.867 0.00 -0.06 -0.02
C -2.531 -1.426 -3.296 -0.04 0.03 -0.07
C -2.048 -1.538 -1.845 -0.06 -0.02 0.09
Ge -1.072 0.104 -1.358 0.08 0.09 -0.09
C -2.213 1.619 -0.790 -0.01 -0.03 -0.05
C -2.843 2.269 -2.028 -0.04 0.04 -0.03
C 0.053 0.662 -2.824 -0.09 0.01 -0.12
C 1.342 0.861 -2.519 0.03 0.10 0.02
Ge 1.568 0.305 -0.672 -0.06 -0.27 0.03
C 2.304 -1.506 -0.383 0.14 0.00 -0.07
C 3.718 -1.686 -0.950 0.02 -0.01 0.01
C 2.260 1.603 0.646 -0.02 0.04 0.07
C 3.606 2.197 0.203 0.02 -0.02 0.01
C 2.378 1.394 -3.418 0.02 -0.02 0.06
C 3.729 1.253 -3.113 0.11 0.01 -0.08
C 4.708 1.732 -3.970 -0.01 -0.01 0.03
C 4.342 2.372 -5.143 0.00 0.02 -0.02
C 2.997 2.536 -5.452 0.00 -0.01 0.02
C 2.023 2.055 -4.597 0.02 0.02 -0.03
H -3.035 -2.345 -3.595 -0.01 0.00 0.01
H -1.701 -1.273 -3.985 0.00 0.00 0.00
H -3.240 -0.609 -3.430 0.03 0.00 0.01
H -1.413 -2.423 -1.759 0.07 0.04 0.02
H -2.896 -1.670 -1.171 0.00 0.01 0.00
H -1.597 2.352 -0.261 0.03 -0.03 0.00
H -2.991 1.277 -0.108 -0.01 -0.03 0.00
H -2.091 2.561 -2.761 0.01 0.00 0.00
H -3.389 3.170 -1.748 -0.01 -0.01 0.02
H -3.553 1.600 -2.515 0.04 0.00 0.00
H -0.325 0.841 -3.828 -0.04 0.00 0.02
H 1.628 -2.224 -0.855 -0.02 0.04 -0.02
H 2.321 -1.734 0.686 -0.02 0.07 0.02
H 3.727 -1.563 -2.031 0.01 0.02 -0.02
H 4.087 -2.688 -0.729 -0.01 -0.01 0.00
H 4.427 -0.979 -0.516 0.00 0.01 -0.01
H 2.387 1.107 1.613 0.00 -0.02 -0.01
H 1.546 2.417 0.782 -0.04 -0.01 -0.07
H 4.374 1.431 0.095 0.01 -0.01 -0.01
H 3.957 2.908 0.951 0.00 0.01 0.00
H 3.514 2.722 -0.746 0.00 0.01 0.01
H 4.042 0.757 -2.202 -0.06 -0.06 0.05
H 5.752 1.606 -3.719 0.01 0.00 -0.01
H 5.102 2.752 -5.813 0.00 0.00 0.00
H 2.709 3.047 -6.360 0.00 0.00 -0.01
H 0.982 2.212 -4.848 -0.01 -0.01 0.03
Br -2.742 -1.846 4.681 0.00 -0.03 0.02
```
Positions in Å, forces in eV/Å.

Computed properties:
Highest occupied orbital energy (alpha / beta), eV: -12.836 / -12.840
ΔE to the lowest compared entry with this formula, charge and spin, kcal/mol: 76.4
Calculated total energy, eV: -243421.3027
Charge: +2
2S+1: 3

Atomic partial charges in e from the Mulliken method, atoms 1 to 8:
1 V -1.142
2 C 0.017
3 C -1.088
4 N -0.160
5 C -1.543
6 C 0.378
7 C -0.820
8 C -0.780

***

> Which of these has the lowest ΔE to the lowest compared entry with this formula, charge and spin?

C27H43BrN2O2P2Pt

***

> Which value of charge does entry 2 give?

+4

***

> Which of these has the lowest calculated total energy?

C27H44BrGe2N4V